Record 1
16
Properties=species:S:1:pos:R:3 method="wB97M-V/def2-TZVPD" total_energy_ha=-2329.55363 e_homo_ev="-13.2 / -13.2" gap_ev="5.503 / 5.474" charge=+1 de_lowest_kj_mol=439.02
C -0.58450 0.96163 -1.14025
C -0.68923 1.80482 -0.03633
C 0.60067 -0.00639 0.50145
C 0.19588 -2.38369 -1.10374
N 0.11775 1.12507 0.95058
N 0.25147 -0.13414 -0.76756
O -1.35867 2.85248 0.26821
O 1.65780 -0.59789 2.64384
O 0.59471 -1.13663 -1.63255
Cl 0.70343 -2.54257 0.74325
Cl -1.61014 -2.65127 -1.27423
Cl -2.46072 3.30943 -1.01408
Cl 2.82727 0.04594 3.41240
H -1.02849 1.12997 -2.02073
H 0.69295 -3.16492 -1.51194
H 0.08981 1.38815 1.98167

Record 2
11
Properties=species:S:1:pos:R:3 method="wB97M-V/def2-TZVPD" total_energy_ha=-823.82495 e_homo_ev=-4.1 gap_ev=7.258 charge=-1 de_lowest_kj_mol=6.87
C -0.34325 0.27480 -0.61815
H 1.16837 1.42759 0.31567
Cl -2.62455 -2.54395 0.30683
C 0.35189 0.76714 0.63884
H -1.44448 -0.00203 -0.36420
H -0.36919 1.40831 1.17471
C 0.49978 -0.51253 -1.51491
N 1.25093 -0.98403 -2.25507
C 0.89277 -0.27038 1.50967
N 1.50055 -0.97723 2.19198
F -0.88281 1.41232 -1.38537

Record 3
11
Properties=species:S:1:pos:R:3 method="wB97M-V/def2-TZVPD" smiles="N#CC(=S)[C@@H](Cl)CF" total_energy_ha=-1167.16514 e_homo_ev=-10.1 gap_ev=8.093 de_lowest_kj_mol=114.45
N -1.50383 -2.88852 -0.87415
C -0.99710 -2.04694 -0.27055
C -0.59598 -0.87966 0.45944
S -0.51464 -0.86807 2.07597
C -0.14921 0.35452 -0.43652
Cl -1.54866 1.34138 -0.52551
C 1.01414 1.06445 0.20013
F 1.65645 1.76505 -0.82100
H 0.14436 0.06882 -1.40091
H 0.78730 1.81845 1.00040
H 1.70718 0.27052 0.59270

Record 4
11
Properties=species:S:1:pos:R:3 method="wB97M-V/def2-TZVPD" smiles="S=c1ncc(Cl)c[nH]1" total_energy_ha=-1122.10614 e_homo_ev=-8.4 gap_ev=8.051 de_lowest_kj_mol=0.80
S 0.70184 -1.75325 2.51984
C 0.28504 -0.73189 1.30588
N -0.28235 0.51709 1.48982
C -0.56583 1.25543 0.46670
C -0.35916 0.86578 -0.89042
Cl -0.77677 1.91401 -2.20119
C 0.19186 -0.35120 -1.09559
N 0.49818 -1.10723 -0.01959
H -1.00223 2.21203 0.68748
H 0.37798 -0.79471 -2.09295
H 0.93144 -2.02606 -0.16999

Record 5
10
Properties=species:S:1:pos:R:3 method="wB97M-V/def2-TZVPD" total_energy_ha=-743.92881 e_homo_ev="-13.3 / -13.3" gap_ev="7.900 / 7.901" charge=+1 de_lowest_kj_mol=185.01
C 2.54981 0.50092 -1.04158
C -1.16250 -1.31612 0.11528
C -1.57308 0.93592 0.86401
C -0.67534 -0.15074 0.79816
N 1.60889 0.34201 -0.41521
O -1.77395 -2.07221 -0.47826
Cl -2.72029 1.22136 -0.26353
H 3.51271 0.35383 -1.43714
H 0.06680 -0.33317 1.67320
H 0.16696 0.51820 0.18507

Record 6
11
Properties=species:S:1:pos:R:3 method="wB97M-V/def2-TZVPD" total_energy_ha=-1162.88236 e_homo_ev=-9.1 gap_ev=7.470 de_lowest_kj_mol=500.75
C -0.04642 0.61471 0.64960
C -1.05668 -0.25256 0.21354
C -0.62435 -1.48011 -0.26359
C 1.09399 -0.19633 0.20785
H 1.72451 1.59733 -1.20849
H 0.15949 0.74116 1.70416
H -1.23518 -2.12465 -0.86216
O 0.78424 -1.48897 -0.17807
O 2.25875 0.36647 -0.01124
S -0.22403 2.03955 -0.23404
Cl -2.83432 0.18339 -0.01756